DFT (ωB97M-V/def2-TZVPD) results for a cluster of 10 separate species, C4H28N8O10 in total in a non-equilibrium geometry.

Geometry as XYZ:
```
50
Properties=species:S:1:pos:R:3:nbo_charge:R:1
O -3.78857 0.79332 -2.53675 -0.98
O 1.78959 1.85555 -0.84176 -0.96
O 1.24936 -0.09300 -2.85395 -0.70
O 4.31646 -0.50245 2.64619 -0.68
O -0.80336 1.86312 2.76730 -0.73
O -0.62905 -2.64870 2.19525 -0.95
O 2.33325 -2.12056 -0.87508 -0.93
O -2.04250 1.02378 -0.63055 -0.74
O -3.38922 -1.96033 -2.79588 -0.95
O -0.49553 -0.72744 4.26058 -0.96
N 0.39198 -1.13882 -4.63538 -0.82
N 2.79703 1.02634 2.57027 -0.84
N 2.59845 -1.08035 -4.38398 -0.83
N -0.83944 -0.09971 0.73610 -0.82
N -1.79465 3.20539 1.21214 -0.83
N -0.76152 4.07552 2.85137 -0.82
N -1.25600 -0.90929 -1.22209 -0.84
N 2.13042 -1.00920 3.10087 -0.84
C -1.14652 2.93789 2.30077 0.78
C 1.40200 -0.68862 -3.91258 0.76
C 3.15084 -0.19746 2.80878 0.76
C -1.38941 0.05712 -0.37827 0.77
H 2.36283 -1.97430 3.28708 0.40
H -1.95084 2.43480 0.57818 0.43
H -0.36075 3.95039 3.76997 0.39
H 1.17461 -0.72248 2.94488 0.39
H 2.48433 -1.52860 -5.28183 0.38
H 2.55438 -3.02948 -1.07804 0.46
H 3.45720 -0.77761 -3.94693 0.43
H -4.32789 -1.89077 -2.96993 0.49
H -0.16346 -0.71929 1.15951 0.43
H -3.05081 0.97536 -1.95469 0.49
H 1.80723 -1.82947 -1.61993 0.47
H -0.56880 -1.64901 -1.19617 0.40
H -1.33410 -2.21144 2.67266 0.48
H -0.50561 -1.15050 -4.17247 0.42
H -2.08603 -0.98708 -1.79227 0.41
H -0.98159 0.71626 1.31409 0.41
H -3.05570 -2.51895 -3.49797 0.48
H -1.49878 4.05673 0.75631 0.40
H -0.13490 0.14621 4.10919 0.49
H 2.16946 1.35430 -1.56335 0.49
H -1.38957 -0.56884 4.56350 0.48
H -1.46870 4.79646 2.86678 0.38
H 3.56855 1.48575 2.10791 0.40
H 0.68642 -1.78240 -5.35594 0.38
H 0.88088 1.55838 -0.79536 0.47
H -3.87557 -0.15982 -2.52302 0.45
H 1.91462 1.47210 2.36354 0.40
H -0.13104 -3.10879 2.87093 0.47
```

For the relative energy (zero: lowest compared OMol25 entry of this formula, charge and spin), the calculation gives 235.7 kJ/mol. Its frontier orbital gap is 8.92 eV. The HOMO energy comes out at -9.01 eV. The charge is 0. The LUMO energy comes out at -0.088 eV. The total energy comes out at -1359.752687 hartree. As for the SMILES: NC(N)=O.NC(N)=O.NC(N)=O.NC(N)=O.O.O.O.O.O.O. The strongest force on any atom comes out at 7.39 eV/A.



DFT (ωB97M-V/def2-TZVPD) results for a structure of composition C19H28N8NaO7Te in a non-equilibrium geometry.

Geometry as XYZ:
```
64
Properties=species:S:1:pos:R:3:nbo_charge:R:1
Te 0.14833 2.06847 3.86102 0.46
Na 1.96328 -2.14525 1.48555 0.94
O 3.19727 -3.55547 -4.50269 -0.58
O 2.48509 -0.59041 -1.58156 -0.75
O 3.10303 0.23744 4.69921 -0.73
O 4.41072 0.15247 -2.34200 -0.77
O 2.57191 -1.52971 3.38052 -0.84
O -1.40340 -3.14624 -1.36088 -0.70
O 0.02284 -3.22682 0.26731 -0.65
N 0.57629 0.61059 -3.84672 -0.51
N -1.17493 1.79199 -3.46234 -0.50
N 3.50623 -0.26973 1.12575 -0.46
N 0.39786 -0.65180 0.53302 -0.89
N 3.34222 -1.22829 -4.22447 -0.81
N -5.39761 -2.03002 -1.25720 -0.83
N -4.46428 0.06606 -0.97240 -0.63
N -3.26613 -1.53331 -2.18487 -0.87
C -1.91897 2.35780 4.10383 -0.91
C 3.56801 -0.06350 -1.38220 0.76
C 0.20554 0.87312 5.61744 -0.89
C -4.28065 -1.18745 -1.45248 0.62
C -3.30230 0.91797 -0.53734 -0.22
C 5.03225 2.03376 1.35712 -0.18
C -0.29527 0.24999 -4.86628 -0.10
C 3.11911 -0.38959 3.61529 0.75
C -1.38953 1.06338 -4.62299 -0.14
C -0.02153 1.48266 -2.96683 0.16
C -2.10915 -0.86753 0.74382 -0.40
C 3.31408 -2.41789 -4.30261 0.83
C -0.71858 -2.57375 -0.41541 0.80
C 4.46755 1.39884 2.49035 -0.22
C 4.07195 0.29003 0.06687 0.09
C 4.82403 1.40086 0.18875 -0.23
C -0.86362 -1.08802 -0.21056 -0.17
C -2.64082 0.58014 0.81949 -0.41
C 3.69762 0.27361 2.31716 0.08
H -3.34085 0.70501 1.68026 0.20
H -2.09520 2.72064 5.10313 0.22
H 0.06076 -0.44246 -5.61286 0.23
H -2.80985 -0.75351 -2.65994 0.38
H -0.65507 1.11032 6.30819 0.20
H -0.91966 -0.62870 -1.18731 0.20
H 1.15137 0.94296 6.20221 0.26
H -2.45856 0.74683 -1.29614 0.23
H 0.37736 1.79244 -2.06334 0.20
H 5.07187 1.84638 -0.80852 0.24
H 0.19395 0.30312 0.92455 0.36
H -2.44179 1.46049 3.85330 0.21
H -5.41605 0.28238 -0.69610 0.39
H -2.91100 -1.51495 0.43734 0.20
H 4.62469 1.62224 3.53345 0.25
H -5.80118 -2.11008 -0.30776 0.38
H -1.79452 -1.17606 1.73501 0.23
H 5.53839 2.94304 1.35951 0.21
H -2.32364 1.22416 -5.15169 0.20
H 3.78267 -0.62933 -3.49666 0.45
H 1.10429 -0.51109 -0.20830 0.41
H -2.11338 -2.61090 -1.86412 0.51
H -2.33814 3.09871 3.37447 0.22
H 0.07127 -0.17819 5.35221 0.23
H -1.79460 1.26121 0.92241 0.21
H 1.39954 0.10066 -3.58458 0.46
H -3.62727 1.98636 -0.39420 0.21
H -5.31389 -2.94606 -1.63516 0.40
```

For the relative energy (zero: lowest compared OMol25 entry of this formula, charge and spin), the calculation gives 66.5 kJ/mol. Its frontier orbital gap is 7.42 eV. The HOMO energy comes out at -5.51 eV. The charge is -1. The LUMO energy comes out at 1.912 eV. The total energy comes out at -2136.064479 hartree. The strongest force on any atom comes out at 4.08 eV/A.



DFT (ωB97M-V/def2-TZVPD) results for a cluster of 8 separate species, C30H69IN8O12P2S in total in a non-equilibrium geometry.

Geometry as XYZ:
```
123
Properties=species:S:1:pos:R:3:lowdin_charge:R:1
I -0.18754 6.43636 2.41295 0.51
S -4.05778 4.71325 -1.12720 0.97
P -3.77414 2.51882 1.67883 0.93
P -2.61279 6.73583 2.32878 0.58
O -3.15073 -1.33170 1.82270 -0.01
O -4.97551 5.33449 -2.11566 -0.39
O -3.50070 5.90419 -0.09557 -0.36
O -2.68357 4.31227 -1.94633 -0.30
O 6.63968 2.58582 -4.95563 0.00
O -3.41208 1.26198 0.60197 -0.33
O -2.92898 8.12639 1.42335 -0.38
O -8.92258 2.70503 2.23313 0.01
O 6.97951 -3.41686 -0.60465 0.02
O 0.39908 -2.50042 -1.65000 0.00
O 2.57452 -0.68887 -3.99960 0.00
O -2.39154 -4.30845 5.67179 0.00
N 1.31802 -4.04671 -3.05023 -0.19
N -9.98451 1.11779 0.99744 -0.20
N 5.71280 -5.28455 -0.90153 -0.20
N -2.17401 -2.65347 7.21604 -0.20
N -1.89570 -3.22250 1.83786 -0.18
N 8.63239 1.87353 -4.12060 -0.20
N -0.28519 3.24035 0.67908 -0.03
N 3.23588 1.48684 -3.99803 -0.18
C -3.42129 5.38814 1.24527 -0.56
C 8.64606 0.69433 -4.96861 -0.04
C 1.01118 1.54030 1.85163 -0.19
C -5.55832 2.90645 1.20535 -0.28
C -0.44190 2.06644 1.53940 -0.23
C -2.69712 -3.80008 6.73162 -0.34
C 2.67558 2.06684 -0.04936 -0.11
C -1.27386 -2.89077 0.56341 -0.05
C 4.46780 -4.55633 -0.73197 -0.04
C 5.66721 -6.70992 -1.15712 -0.06
C 2.45492 -4.45105 -3.84947 -0.06
C -1.52386 -4.44603 2.51877 -0.05
C 2.36496 0.48584 -4.23590 -0.33
C -9.23261 1.55009 2.03535 -0.36
C -1.16989 -1.95749 6.42978 -0.03
C -10.46893 2.09117 0.03484 -0.04
C 7.58815 2.72584 -4.21087 -0.35
C -1.52919 3.90048 0.27303 -0.37
C -2.65994 4.00132 1.35263 -0.46
C -1.87309 3.40295 -1.15890 -0.18
C -2.80064 -2.37275 2.35186 -0.33
C 1.32112 -2.89667 -2.33544 -0.34
C 2.92530 2.86918 -4.30270 -0.05
C 9.73461 2.09929 -3.20674 -0.06
C 1.64468 1.01609 0.52146 -0.23
C 0.13965 -4.89334 -3.01226 -0.04
C 4.52661 1.16635 -3.41692 -0.05
C -10.31871 -0.28045 0.81793 -0.06
C 6.88083 -4.60621 -0.81535 -0.36
C -2.58287 -2.09831 8.49102 -0.06
H -2.99846 -1.10031 8.33691 0.09
H 7.67197 3.58592 -3.52722 0.14
H -1.75037 -5.30084 1.87642 0.09
H -0.75925 -1.93497 0.65865 0.09
H -2.25380 2.37595 -1.25008 0.12
H 6.67296 -7.11363 -1.26100 0.08
H -9.92994 -0.62776 -0.14189 0.09
H -0.31327 -2.61429 6.26838 0.09
H 10.66576 2.17914 -3.77205 0.09
H 2.25624 -2.33087 -2.43220 0.11
H -0.88281 2.31567 2.52752 0.10
H -2.07235 -4.54573 3.45380 0.05
H 2.18329 0.07130 0.70497 0.10
H 3.61854 -5.23002 -0.82831 0.08
H 0.84223 0.65261 2.49313 0.10
H -0.05656 -5.20173 -1.98314 0.08
H 2.28662 2.49057 -0.99097 0.05
H 4.40290 -3.77394 -1.49008 0.08
H 0.28954 -5.77386 -3.63360 0.08
H -3.20639 -2.70281 3.32078 0.13
H 2.82057 -5.41760 -3.49043 0.08
H 3.64736 1.58447 -0.23710 0.06
H 0.29678 3.88579 1.19944 0.02
H -5.72491 2.91749 0.11733 0.02
H -0.93965 1.21636 1.05350 0.11
H -0.90643 3.40981 -1.69134 0.13
H -11.40451 -0.40032 0.83074 0.09
H -11.08741 2.83181 0.54461 0.09
H 4.45262 -4.08709 0.25312 0.10
H 9.54397 0.10957 -4.78293 0.09
H 5.16608 -7.21340 -0.32727 0.09
H -3.44878 -4.24940 7.39936 0.13
H 9.80737 1.26146 -2.51016 0.09
H 5.11123 2.06745 -3.28641 0.07
H 1.41568 0.83225 -4.67363 0.14
H -1.58786 -1.68983 5.45761 0.09
H 1.62516 2.28448 2.37842 0.10
H -5.95260 3.78623 1.73174 0.04
H -0.45273 -4.42782 2.73279 0.09
H -1.71665 -2.02907 9.15255 0.09
H 8.61745 0.99821 -6.01641 0.09
H 2.97029 3.46217 -3.38625 0.08
H -4.45401 5.33221 1.63409 0.09
H -1.21148 4.95445 0.10930 0.09
H 0.88417 0.84598 -0.25800 0.10
H -9.62181 2.60519 -0.42228 0.09
H -11.05437 1.59614 -0.73679 0.08
H 7.76457 0.08554 -4.76160 0.09
H 5.11203 -6.89755 -2.07928 0.08
H 5.05864 0.47790 -4.07371 0.09
H -0.84645 -1.05713 6.94680 0.09
H 2.14896 -4.54660 -4.89366 0.09
H -9.88611 -0.88364 1.61436 0.08
H -3.19038 0.47482 1.11360 -0.02
H 2.77289 2.91119 0.65226 0.06
H 3.65483 3.25523 -5.01731 0.09
H -2.04108 -2.79481 -0.20544 0.10
H 9.58311 3.01762 -2.64199 0.08
H 3.25595 -3.71703 -3.77956 0.08
H -0.56357 -3.65674 0.27303 0.07
H -3.33732 -2.72786 8.95964 0.08
H -2.11180 4.11699 2.31405 0.04
H -0.72445 -4.33348 -3.37466 0.09
H 4.37699 0.67994 -2.44956 0.08
H -6.12612 2.04182 1.59331 0.02
H -2.19231 8.31446 0.83599 0.03
H -8.91389 0.73642 2.70695 0.13
H 7.76472 -5.24875 -0.95845 0.13
H 1.92748 2.95328 -4.73107 0.08
```

Its frontier orbital gap is 7.72 eV. The HOMO energy comes out at -7.65 eV. The charge is 0. The LUMO energy comes out at 0.075 eV. The total energy comes out at -3903.978797 hartree. The strongest force on any atom comes out at 2.81 eV/A.



DFT (ωB97M-V/def2-TZVPD) results for the molecule CH3BrN2O in a non-equilibrium geometry.

Geometry as XYZ:
```
8
Properties=species:S:1:pos:R:3:nbo_charge:R:1
Br -2.40365 0.04291 -0.03266 0.01
O 1.87630 1.82971 0.00143 -0.40
N 0.52859 0.14974 -0.38462 -0.38
N 1.05187 0.99502 0.37608 0.21
C -0.59739 -0.63304 0.29450 -0.30
H -0.67221 -1.63988 -0.23030 0.22
H -0.31846 -0.77910 1.40040 0.26
H 0.53495 0.03464 -1.42484 0.38
```

For the relative energy (zero: lowest compared OMol25 entry of this formula, charge and spin), the calculation gives 34.9 kJ/mol. Its frontier orbital gap is 9.82 eV. The HOMO energy comes out at -9.40 eV. The charge is 0. The LUMO energy comes out at 0.415 eV. The total energy comes out at -2798.565342 hartree. As for the SMILES: O=NNCBr. The strongest force on any atom comes out at 5.32 eV/A.